Model one:
Here is a gas-phase ion, C3H7N2S (charge +1) from the Open Molecules 2025 dataset. Energies are from ωB97M-V/def2-TZVPD.

Each line ends with the natural charge from an NBO analysis.
Positions of all 13 atoms, in Å:
C (-0.664, -0.269, 0.277)  0.557
C (1.600, 0.869, -0.683)  -0.469
C (0.905, 0.659, 0.598)  -0.326
N (-0.559, -1.372, -0.434)  -0.743
N (-1.827, 0.124, 0.679)  -0.741
S (2.288, -0.446, 0.439)  0.225
H (1.052, 0.470, -1.548)  0.227
H (2.332, 1.625, -0.947)  0.274
H (0.635, 1.297, 1.462)  0.269
H (0.315, -1.725, -0.943)  0.462
H (-1.390, -1.849, -0.505)  0.400
H (-2.026, 1.067, 1.059)  0.447
H (-2.662, -0.450, 0.546)  0.420

Properties
Orbital gap   0.3739 hartree
Net charge   +1


Model two:
Here is a gas-phase ion, C3H7N2S (charge +1) from the Open Molecules 2025 dataset. Energies are from ωB97M-V/def2-TZVPD.

Each line ends with the natural charge from an NBO analysis.
Positions of all 13 atoms, in Å:
C (1.798, -0.629, 0.507)  0.100
C (0.759, -0.745, -0.631)  -0.245
C (-0.953, 0.658, 0.425)  -0.403
N (2.930, -0.149, 0.310)  -0.396
N (-0.093, 0.331, -0.661)  -0.549
S (4.282, 0.380, -0.083)  0.717
H (1.453, -1.182, 1.334)  0.278
H (1.423, -0.825, -1.611)  0.234
H (0.444, -1.779, -0.695)  0.257
H (-1.434, 1.707, 0.136)  0.237
H (-1.562, -0.143, 0.555)  0.209
H (0.283, 1.193, -1.050)  0.389
H (-0.338, 0.848, 1.295)  0.172

Properties
Orbital gap (spin up / spin down)   0.2250 / 0.2252 hartree
Net charge   +1


Model three:
Here is a gas-phase ion, C3H7N2S (charge +1) from the Open Molecules 2025 dataset. Energies are from ωB97M-V/def2-TZVPD.

Each line ends with the natural charge from an NBO analysis.
Positions of all 13 atoms, in Å:
C (-0.450, -1.471, -0.321)  0.007
C (2.038, 0.261, 1.210)  -0.523
C (-2.426, 0.648, -1.020)  -0.785
N (0.869, 0.041, 0.477)  -0.071
N (0.739, -0.979, -0.282)  -0.275
S (-1.974, -1.170, -0.682)  0.653
H (2.536, 1.276, 1.012)  0.283
H (1.873, 0.302, 2.288)  0.273
H (2.894, -0.555, 1.125)  0.205
H (-3.434, 0.747, -1.628)  0.287
H (-1.706, 1.294, -1.590)  0.264
H (-2.518, 1.109, -0.032)  0.260
H (1.561, -1.504, -0.556)  0.422

Properties
Orbital gap (spin up / spin down)   0.2752 / 0.2981 hartree
Net charge   +1


Model four:
Here is a gas-phase ion, C3H7N2S (charge +1) from the Open Molecules 2025 dataset. Energies are from ωB97M-V/def2-TZVPD.

Each line ends with the natural charge from an NBO analysis.
Positions of all 13 atoms, in Å:
C (-0.153, 1.478, 1.207)  0.026
C (-0.048, 1.850, -0.304)  -0.567
C (0.291, -0.655, -0.494)  -0.242
N (0.114, 0.357, 1.600)  -0.337
N (-0.207, -1.902, -0.087)  -0.767
S (-0.566, 0.515, -1.381)  0.417
H (-0.521, 2.359, 1.797)  0.260
H (-0.552, 2.704, -0.622)  0.259
H (1.022, 1.856, -0.362)  0.250
H (1.379, -0.506, -0.328)  0.246
H (-0.043, -1.900, 1.014)  0.512
H (0.380, -2.723, -0.575)  0.465
H (-1.292, -2.029, -0.354)  0.479

Properties
Orbital gap (spin up / spin down)   0.2930 / 0.2867 hartree
Net charge   +1


What should be chosen as the most stable of them? Choose model one.